(1)
{"formula": "C7H8O", "method": "wB97M-V/def2-TZVPD", "e_above_lowest_kj_mol": 293.2, "smiles": "C1=C[C@H]2OC=C[C@@H]2C1", "lumo_ha": 0.0417, "e_tot_ev": -9433.204, "elements": ["C", "C", "C", "O", "C", "C", "C", "C", "H", "H", "H", "H", "H", "H", "H", "H"], "coordinates": [[-2.1201, -0.2145, -0.0716], [-1.2290, -1.2456, -0.0973], [0.0414, -0.6598, 0.3641], [1.3287, -1.1446, -0.1077], [2.1167, -0.0095, -0.0363], [1.4335, 1.1535, 0.0893], [0.0024, 0.8204, -0.2561], [-1.4952, 1.2283, 0.1373], [-3.1666, -0.4404, -0.3049], [-1.5788, -2.2699, -0.1906], [0.0279, -0.5871, 1.4846], [3.1933, -0.3267, -0.0918], [2.0061, 2.0448, -0.0396], [-0.1123, 0.7172, -1.2971], [-1.8620, 2.0206, -0.5883], [-1.6359, 1.5612, 1.1134]]}

(2)
{"formula": "C4H8N2O", "method": "wB97M-V/def2-TZVPD", "e_above_lowest_kj_mol": 213.7, "smiles": "CC(=O)C#N.CN", "lumo_ha": 0.0093, "e_tot_ev": -9304.178, "elements": ["C", "C", "O", "C", "N", "H", "H", "H", "C", "N", "H", "H", "H", "H", "H"], "coordinates": [[-1.6987, 0.3459, -1.7276], [-1.0578, 0.9821, -0.5347], [-0.4933, 2.0468, -0.5128], [-1.3188, 0.1592, 0.6825], [-1.6119, -0.5668, 1.5355], [-2.7779, 0.4654, -1.5762], [-1.3909, 0.8368, -2.6505], [-1.4853, -0.7265, -1.7454], [1.8733, -1.0337, 1.0850], [1.1998, 0.1262, 0.5278], [2.4644, -1.5183, 0.3042], [1.1150, -1.7454, 1.4343], [2.5340, -0.7957, 1.9295], [1.8009, 0.7173, -0.0338], [0.8470, 0.7068, 1.2823]]}

(3)
{"formula": "C30H27CaCl3N7O7S2", "method": "wB97M-V/def2-TZVPD", "e_above_lowest_kj_mol": 14.8, "total_charge": -1, "lumo_ha": 0.0779, "e_tot_ev": -133999.601, "elements": ["Ca", "Cl", "C", "C", "C", "C", "O", "C", "C", "O", "C", "H", "H", "H", "H", "Cl", "C", "C", "C", "Cl", "C", "O", "C", "C", "O", "C", "H", "H", "H", "N", "C", "N", "C", "C", "S", "C", "C", "S", "C", "N", "N", "H", "H", "H", "H", "H", "H", "C", "C", "N", "H", "H", "H", "C", "C", "C", "C", "C", "C", "O", "N", "C", "O", "N", "C", "O", "H", "H", "H", "H", "H", "H", "H", "H", "H", "H", "H"], "coordinates": [[-0.3231, 1.1166, -0.2940], [-7.4613, -1.5701, -0.1397], [-5.9710, -0.6636, -0.0040], [-5.7173, 0.0791, 1.1577], [-4.5632, 0.8054, 1.2746], [-3.5758, 0.8386, 0.2439], [-2.5344, 1.5749, 0.3744], [-3.8546, 0.0491, -0.9134], [-2.9429, -0.0678, -2.0304], [-1.8026, 0.3607, -2.1220], [-5.0555, -0.6744, -1.0173], [-6.4446, 0.0728, 1.9598], [-4.3576, 1.3793, 2.1694], [-3.3609, -0.6247, -2.8927], [-5.2446, -1.2540, -1.9140], [-1.3121, 1.1858, 7.0048], [-0.6542, 1.0447, 5.3923], [0.0171, -0.1293, 5.0309], [0.5436, -0.2501, 3.7745], [1.3824, -1.7041, 3.3254], [0.4330, 0.7712, 2.7727], [0.9578, 0.6262, 1.6278], [-0.2653, 1.9473, 3.1944], [-0.4595, 3.0825, 2.3079], [-0.2316, 3.1351, 1.1122], [-0.7835, 2.0656, 4.4929], [0.1204, -0.9378, 5.7417], [-0.8547, 3.9848, 2.8146], [-1.2976, 2.9775, 4.7742], [-2.7555, 3.6148, -1.6585], [-1.5204, 3.8444, -2.1677], [-0.4994, 3.0775, -1.9331], [0.6316, 3.5191, -2.5873], [0.4721, 4.6326, -3.3375], [-1.1730, 5.1642, -3.2507], [1.8614, 2.7528, -2.3559], [2.9950, 2.7547, -3.0931], [4.1429, 1.6709, -2.4016], [2.9956, 1.2641, -1.1651], [1.8653, 1.9010, -1.2694], [3.3127, 0.3954, -0.1557], [-2.7732, 2.9443, -0.8819], [-3.3888, 4.3920, -1.5969], [1.2105, 5.1843, -3.8931], [3.1993, 3.2935, -4.0025], [3.6792, -0.4718, -0.5328], [2.4922, 0.2001, 0.4190], [3.6216, 1.9607, 3.0701], [4.3329, 3.0845, 2.4748], [4.8733, 3.9779, 1.9981], [2.8077, 2.3357, 3.6916], [4.2973, 1.3703, 3.6859], [3.1950, 1.3388, 2.2879], [-0.1536, -3.4166, -3.5361], [1.0912, -4.0595, -2.9332], [1.3436, -3.6525, -1.4693], [2.6134, -4.3409, -0.9438], [2.9235, -3.9919, 0.5081], [0.1736, -4.1445, -0.6420], [-0.1044, -5.3240, -0.5358], [-0.5550, -3.1800, -0.0151], [-0.3516, -1.8004, -0.1338], [-1.1751, -1.0714, 0.4263], [0.6840, -1.3026, -0.8273], [1.5586, -2.1285, -1.4406], [2.5611, -1.7105, -2.0188], [-0.2774, -3.7202, -4.5765], [-0.0928, -2.3265, -3.5089], [-1.0554, -3.7168, -2.9967], [1.9768, -3.7662, -3.4993], [1.0080, -5.1480, -2.9640], [3.4352, -4.0317, -1.5904], [2.4759, -5.4188, -1.0495], [3.0417, -2.9138, 0.6409], [3.8472, -4.4714, 0.8348], [2.1246, -4.3230, 1.1755], [-1.3543, -3.4635, 0.5329]]}

(4)
{"formula": "C26H29N2O2", "method": "wB97M-V/def2-TZVPD", "e_above_lowest_kj_mol": 274.3, "total_charge": 1, "lumo_ha": -0.2060, "e_tot_ev": -34500.280, "elements": ["C", "C", "C", "C", "O", "C", "C", "C", "C", "C", "C", "C", "C", "C", "C", "C", "C", "C", "C", "C", "H", "H", "H", "H", "H", "H", "H", "H", "H", "H", "H", "H", "H", "H", "H", "C", "N", "C", "C", "C", "C", "C", "C", "N", "O", "H", "H", "H", "H", "H", "H", "H", "H", "H", "H", "H", "H", "H", "H"], "coordinates": [[-6.3722, -0.5688, -4.3507], [-5.3748, -1.2531, -5.0173], [-4.4803, -2.0260, -4.3161], [-4.5575, -2.1210, -2.9259], [-3.5872, -2.8373, -2.1710], [-2.3130, -2.2436, -1.9955], [-2.0208, -1.5041, -0.8351], [-0.8347, -0.8432, -0.7024], [0.1520, -0.8750, -1.7217], [1.3313, -0.1289, -1.5150], [2.4786, 0.1046, -2.3262], [3.5544, 0.7990, -1.7363], [4.7136, 1.0444, -2.4276], [4.8492, 0.6110, -3.7328], [3.8044, -0.0482, -4.3523], [2.6354, -0.2872, -3.6724], [-0.1332, -1.6765, -2.8563], [-1.3231, -2.3315, -2.9876], [-5.5834, -1.4374, -2.2713], [-6.4732, -0.6633, -2.9763], [-7.0608, 0.0518, -4.8999], [-5.2923, -1.1680, -6.0882], [-3.7007, -2.5563, -4.8291], [-2.7648, -1.4504, -0.0601], [-0.6223, -0.2874, 0.1966], [1.3901, 0.3307, -0.5406], [3.4548, 1.1382, -0.7199], [5.5199, 1.5765, -1.9513], [5.7645, 0.7943, -4.2696], [3.9052, -0.3696, -5.3764], [1.8230, -0.7293, -4.2100], [0.6094, -1.8191, -3.6131], [-1.5230, -2.9268, -3.8607], [-5.6406, -1.5014, -1.2004], [-7.2415, -0.1146, -2.4566], [2.4655, -1.6198, 4.3464], [2.4283, -0.1716, 4.4238], [3.1595, 0.4621, 5.5167], [1.7156, 0.5419, 3.4658], [1.5558, 2.0473, 3.5767], [0.7350, 2.4515, 4.8272], [-0.6895, 2.7606, 4.3105], [-0.6427, 2.4757, 2.8012], [0.7764, 2.5174, 2.4113], [1.1835, -0.0270, 2.5328], [1.8838, -1.9576, 3.4901], [3.4919, -1.9635, 4.2338], [2.0445, -2.0541, 5.2516], [3.1755, 1.5426, 5.4157], [2.6999, 0.2061, 6.4683], [4.1870, 0.1078, 5.5226], [2.5413, 2.5379, 3.5562], [0.7291, 1.6293, 5.5495], [1.1776, 3.3195, 5.3316], [-1.4504, 2.1519, 4.8141], [-0.9555, 3.8085, 4.4940], [-1.0484, 1.4788, 2.5849], [-1.2134, 3.2005, 2.2102], [0.9633, 1.8720, 1.6345]]}

(5)
{"formula": "C22H37AlBr42FN2O2P2Si", "method": "wB97M-V/def2-TZVPD", "total_charge": -1, "lumo_ha": 0.0299, "e_tot_ev": -3008042.873, "elements": ["C", "C", "C", "P", "N", "O", "Al", "C", "Si", "C", "C", "C", "O", "C", "F", "P", "N", "H", "H", "H", "H", "H", "H", "H", "H", "H", "H", "H", "H", "H", "H", "H", "H", "H", "H", "H", "H", "H", "H", "H", "C", "Br", "Br", "Br", "H", "C", "Br", "Br", "Br", "H", "C", "Br", "Br", "Br", "H", "C", "Br", "Br", "Br", "H", "C", "Br", "Br", "Br", "H", "C", "Br", "Br", "Br", "H", "C", "Br", "Br", "Br", "H", "C", "Br", "Br", "Br", "H", "C", "Br", "Br", "Br", "H", "C", "Br", "Br", "Br", "H", "C", "Br", "Br", "Br", "H", "C", "Br", "Br", "Br", "H", "C", "Br", "Br", "Br", "H", "C", "Br", "Br", "Br", "H"], "coordinates": [[-2.2759, 4.1093, -2.7097], [-0.7760, 4.2098, -2.6432], [-0.1550, 3.6711, -1.3749], [-1.1202, 4.5261, 0.0247], [-1.4144, 6.0714, -0.1769], [-0.3461, 2.3242, -1.2476], [0.9180, 1.6094, -0.1648], [1.9667, 0.0677, -0.8367], [-0.0292, 1.2110, 2.0662], [-1.9213, 1.3882, 2.1672], [0.7586, 2.4570, 3.2773], [0.4960, -0.5312, 2.5994], [1.8887, 3.1381, -0.3273], [1.3054, 4.0749, -1.0962], [1.3668, 5.3028, -0.4077], [2.4548, 4.2337, -2.5544], [2.1117, 3.4343, -3.8717], [-2.6323, 3.2939, -2.0963], [-2.5482, 3.8626, -3.7139], [-2.7573, 5.0402, -2.4581], [-0.4170, 3.6289, -3.4718], [-0.4847, 5.2301, -2.8273], [-0.3798, 4.2991, 1.1875], [-2.2692, 3.7481, 0.1607], [-2.4176, 6.2192, -0.2139], [2.3216, 0.2001, -1.8476], [1.3347, -0.8112, -0.8183], [2.7976, -0.1242, -0.1725], [-2.3953, 0.6363, 2.7845], [-2.3310, 1.3452, 1.1732], [-2.1857, 2.3485, 2.5840], [0.0963, 3.2994, 3.4166], [0.8954, 1.9919, 4.2425], [1.6725, 2.8573, 2.9000], [0.6482, -0.5695, 3.6714], [1.4397, -0.7941, 2.1475], [-0.2359, -1.2646, 2.3194], [3.6940, 3.8385, -2.0549], [2.6014, 5.6113, -2.7756], [1.2510, 2.9166, -3.7689], [-3.8054, 0.9370, -6.5538], [-3.4143, 0.1650, -4.8388], [-4.8178, 2.5590, -6.3767], [-2.2071, 1.1909, -7.5881], [-4.4344, 0.2423, -7.0872], [4.8820, 0.4702, 3.7572], [5.3320, 1.4053, 5.3839], [4.0395, -1.2138, 4.1239], [3.8375, 1.5712, 2.5871], [5.8134, 0.2536, 3.2567], [1.1729, -4.7499, 1.2724], [-0.4304, -3.7263, 1.5560], [2.6569, -3.6443, 0.7835], [1.5347, -5.8452, 2.8060], [0.9751, -5.4130, 0.4475], [-0.4295, -6.6852, 6.3417], [1.2229, -7.5985, 5.9606], [-0.0875, -4.9820, 7.1595], [-1.5530, -6.5128, 4.7943], [-0.9709, -7.2825, 7.0576], [8.5398, 3.0844, 3.8718], [9.2611, 1.3126, 3.6833], [9.9354, 4.4015, 4.0054], [7.3025, 3.4900, 2.4700], [7.9883, 3.1052, 4.7992], [-2.8306, -6.5182, 0.0870], [-4.4764, -6.5029, -0.9075], [-2.8764, -7.8076, 1.5070], [-1.3407, -6.7930, -1.0884], [-2.7222, -5.5418, 0.5361], [-7.0129, 0.9760, -3.7947], [-8.1973, 2.4089, -4.2775], [-6.3180, 1.1927, -2.0220], [-7.8402, -0.7442, -4.0383], [-6.1712, 1.0236, -4.4690], [-7.3507, -4.7909, 1.1389], [-7.3076, -2.8876, 0.8991], [-6.2257, -5.3444, 2.5900], [-9.1456, -5.4445, 1.3474], [-6.9490, -5.2360, 0.2420], [-3.9883, 4.4929, 4.2522], [-2.7043, 4.7264, 5.6616], [-5.6685, 5.3301, 4.6801], [-3.2984, 5.0973, 2.5696], [-4.1752, 3.4334, 4.1663], [12.7293, -1.4772, 2.7862], [11.0193, -1.9083, 3.5490], [13.3029, -2.8275, 1.5461], [12.7279, 0.2650, 1.9853], [13.4435, -1.4603, 3.5937], [5.2186, 6.5448, -5.7395], [5.6909, 7.7073, -4.2790], [4.2693, 4.9938, -5.1306], [4.2117, 7.4861, -7.0832], [6.1394, 6.2234, -6.1997], [-4.0305, -10.8871, 3.9073], [-5.0206, -10.9770, 2.2642], [-2.1456, -11.1015, 3.6101], [-4.4041, -9.2705, 4.8745], [-4.3580, -11.7096, 4.5225], [0.9456, 6.0172, -6.2997], [0.5918, 7.3430, -7.6513], [0.8838, 6.7689, -4.5386], [-0.2029, 4.4888, -6.5220], [1.9591, 5.6746, -6.4480], [-4.3164, -9.4084, -3.6643], [-5.9633, -9.3796, -4.6527], [-4.3501, -10.7310, -2.2744], [-2.7994, -9.6340, -4.8169], [-4.2138, -8.4470, -3.1838]]}